No. 1
This record from OMol25 describes a gas-phase ion, C5H12NO (charge -1). The level of theory is the ωB97M-V functional and the def2-TZVPD basis.

**HOMO energy**: -0.083 Eh
**Energy relative to the best compared isomer or geometry (same formula, charge and spin)**: 17.56 kcal per mole
**SMILES string**: CN[C@H](C)CC[O-]
**Charge**: -1
**LUMO level**: 3.84 eV
**Kohn-Sham gap**: 6.10 eV

CARTESIAN COORDINATES (ANGSTROEM)
C (1.963, 0.285, 1.608)
N (0.931, 0.894, 0.814)
C (-0.056, -0.047, 0.208)
C (0.586, -1.140, -0.644)
C (-0.991, 0.769, -0.682)
C (-2.406, 0.068, -0.827)
O (-2.324, -1.286, -0.914)
H (2.340, -0.712, 1.331)
H (1.636, 0.171, 2.629)
H (2.889, 0.859, 1.653)
H (1.327, 1.370, 0.012)
H (-0.668, -0.525, 0.969)
H (-0.212, -1.611, -1.190)
H (1.154, -1.876, -0.083)
H (1.339, -0.702, -1.320)
H (-1.114, 1.754, -0.210)
H (-0.593, 0.859, -1.689)
H (-2.977, 0.356, 0.088)
H (-2.823, 0.513, -1.753)


No. 2
This record from OMol25 describes a molecular structure, C4H4LiMgO2. The level of theory is the ωB97M-V functional and the def2-TZVPD basis.

**HOMO energy**: -0.432 Eh
**Energy relative to the best compared isomer or geometry (same formula, charge and spin)**: 51.39 kcal per mole
**Charge**: +1
**LUMO level**: -4.24 eV
**Kohn-Sham gap**: 7.51 eV

CARTESIAN COORDINATES (ANGSTROEM)
O (-0.561, 0.137, -1.470)
C (0.404, 0.844, -1.623)
C (1.238, 1.524, -2.377)
H (1.023, 1.641, -3.439)
H (2.167, 1.898, -1.948)
H (-1.129, -0.764, 0.378)
C (1.125, 0.533, 1.028)
C (0.238, -0.105, 1.592)
O (-0.835, -0.810, 1.456)
Li (-1.720, -1.955, 2.774)
H (2.165, 0.721, 0.820)
Mg (-4.115, -3.664, 2.809)


No. 3
This record from OMol25 describes 8 unconnected molecules or ions with the total composition C20H60N4O8. The level of theory is the ωB97M-V functional and the def2-TZVPD basis.

**HOMO energy**: -0.329 Eh
**Energy relative to the best compared isomer or geometry (same formula, charge and spin)**: 1.04 kcal per mole
**SMILES string**: COC[C@H](C)N.COC[C@H](C)N.COC[C@H](C)N.COC[C@H](C)N.CCO.CCO.O.O
**LUMO level**: 0.63 eV
**Kohn-Sham gap**: 9.59 eV

CARTESIAN COORDINATES (ANGSTROEM)
C (3.424, 0.015, 0.886)
O (4.760, 0.488, 0.722)
C (4.971, 0.855, -0.628)
C (6.192, 1.726, -0.707)
C (6.527, 2.138, -2.134)
N (7.360, 1.125, -0.011)
H (2.736, 0.798, 0.574)
H (3.340, -0.301, 1.925)
H (3.307, -0.921, 0.327)
H (4.963, -0.032, -1.267)
H (4.159, 1.548, -0.901)
H (5.989, 2.679, -0.191)
H (7.318, 2.873, -2.243)
H (5.649, 2.697, -2.502)
H (6.539, 1.262, -2.784)
H (7.108, 1.125, 0.977)
H (8.132, 1.786, -0.032)
C (-4.845, -2.535, -5.149)
O (-4.094, -2.331, -3.984)
C (-2.705, -2.515, -4.145)
C (-2.036, -2.496, -2.804)
C (-0.527, -2.341, -2.904)
N (-2.357, -3.686, -1.981)
H (-5.039, -3.607, -5.325)
H (-4.377, -2.175, -6.073)
H (-5.822, -2.074, -5.013)
H (-2.414, -3.394, -4.734)
H (-2.324, -1.638, -4.701)
H (-2.337, -1.636, -2.196)
H (-0.277, -1.297, -3.120)
H (-0.105, -2.945, -3.715)
H (0.037, -2.519, -1.991)
H (-1.783, -4.483, -2.250)
H (-3.302, -4.016, -2.169)
C (-4.173, 5.263, 3.102)
O (-3.673, 5.028, 1.791)
C (-3.505, 3.686, 1.464)
C (-2.108, 3.194, 1.781)
C (-1.050, 3.883, 0.939)
N (-2.058, 1.729, 1.654)
H (-3.835, 4.493, 3.803)
H (-5.263, 5.169, 3.054)
H (-3.848, 6.255, 3.390)
H (-4.244, 3.072, 2.006)
H (-3.724, 3.525, 0.404)
H (-1.947, 3.507, 2.826)
H (-1.310, 4.941, 0.909)
H (-1.039, 3.518, -0.094)
H (-0.045, 3.686, 1.314)
H (-2.768, 1.349, 2.280)
H (-1.180, 1.350, 2.006)
C (3.593, -2.105, 4.829)
O (2.568, -3.069, 4.657)
C (1.585, -2.736, 3.685)
C (0.625, -1.662, 4.139)
C (-0.220, -2.171, 5.312)
N (-0.283, -1.223, 3.048)
H (3.246, -1.163, 5.264)
H (4.095, -1.871, 3.883)
H (4.292, -2.601, 5.499)
H (2.101, -2.402, 2.768)
H (1.119, -3.692, 3.438)
H (1.147, -0.766, 4.486)
H (-0.877, -2.977, 4.975)
H (-0.872, -1.389, 5.701)
H (0.460, -2.542, 6.078)
H (0.110, -1.566, 2.172)
H (-1.114, -1.818, 3.066)
C (-5.065, 0.355, -0.185)
C (-3.987, 0.739, -1.179)
O (-2.704, 0.373, -0.678)
H (-5.097, -0.733, -0.145)
H (-6.023, 0.813, -0.442)
H (-4.832, 0.695, 0.825)
H (-3.938, 1.823, -1.356)
H (-4.148, 0.298, -2.162)
H (-2.457, 0.853, 0.157)
C (2.685, 0.083, -4.320)
C (2.085, 0.304, -2.947)
O (2.264, -0.921, -2.232)
H (3.701, -0.319, -4.264)
H (2.681, 0.997, -4.916)
H (2.165, -0.708, -4.868)
H (1.029, 0.562, -3.081)
H (2.636, 1.079, -2.406)
H (1.615, -0.953, -1.513)
O (-1.903, -2.180, 0.540)
H (-2.163, -2.713, -0.231)
H (-2.092, -1.270, 0.273)
O (0.252, -0.390, -0.140)
H (-0.251, -1.085, 0.321)
H (-0.424, 0.232, -0.438)


No. 4
This record from OMol25 describes 9 unconnected molecules or ions with the total composition C15H27Cl21. The level of theory is the ωB97M-V functional and the def2-TZVPD basis.

**HOMO energy**: -0.392 Eh
**Energy relative to the best compared isomer or geometry (same formula, charge and spin)**: 28.71 kcal per mole
**SMILES string**: ClC(Cl)Cl.ClC(Cl)Cl.ClC(Cl)Cl.ClCCCl.ClCCCl.ClCCCl.ClCCCl.ClCCCl.ClCCCl
**LUMO level**: 0.03 eV
**Kohn-Sham gap**: 10.68 eV

CARTESIAN COORDINATES (ANGSTROEM)
Cl (-19.527, -1.863, -9.195)
C (-19.410, -2.750, -10.741)
Cl (-17.877, -3.691, -10.694)
Cl (-19.510, -1.557, -12.025)
H (-20.214, -3.481, -10.834)
Cl (-18.010, 4.962, -13.648)
C (-16.386, 5.005, -12.886)
Cl (-15.183, 5.087, -14.174)
Cl (-16.137, 3.550, -11.882)
H (-16.261, 5.910, -12.291)
Cl (-8.214, 0.994, -14.372)
C (-8.889, 2.573, -13.877)
Cl (-7.610, 3.578, -13.242)
Cl (-10.097, 2.251, -12.576)
H (-9.437, 3.005, -14.715)
Cl (-8.868, -3.446, -20.199)
C (-9.920, -3.864, -21.607)
C (-9.108, -4.517, -22.688)
Cl (-8.135, -3.274, -23.381)
H (-10.552, -3.021, -21.887)
H (-10.649, -4.638, -21.366)
H (-9.671, -4.864, -23.554)
H (-8.391, -5.250, -22.318)
Cl (-15.006, -1.020, -23.181)
C (-16.452, -1.909, -23.715)
C (-16.483, -3.375, -23.193)
Cl (-15.213, -4.413, -23.961)
H (-16.642, -1.760, -24.778)
H (-17.298, -1.490, -23.171)
H (-17.475, -3.815, -23.290)
H (-16.328, -3.360, -22.114)
Cl (-9.893, -7.915, -7.932)
C (-10.307, -7.321, -9.526)
C (-11.142, -6.058, -9.445)
Cl (-11.379, -5.416, -11.121)
H (-10.875, -8.084, -10.058)
H (-9.370, -7.120, -10.046)
H (-10.696, -5.356, -8.741)
H (-12.163, -6.274, -9.130)
Cl (-13.185, 0.186, -17.280)
C (-13.608, -1.242, -16.321)
C (-15.061, -1.238, -15.868)
Cl (-16.188, -1.476, -17.173)
H (-12.778, -1.416, -15.635)
H (-13.584, -2.049, -17.053)
H (-15.263, -0.266, -15.418)
H (-15.177, -2.020, -15.118)
Cl (-17.470, 4.213, -21.645)
C (-17.819, 4.146, -19.946)
C (-19.183, 3.450, -19.829)
Cl (-20.597, 4.370, -20.455)
H (-17.790, 5.092, -19.405)
H (-17.059, 3.513, -19.488)
H (-19.484, 3.326, -18.789)
H (-19.195, 2.476, -20.319)
Cl (-7.141, 3.481, -20.145)
C (-7.481, 2.306, -21.513)
C (-8.845, 2.505, -22.198)
Cl (-8.899, 3.772, -23.358)
H (-7.382, 1.335, -21.027)
H (-6.680, 2.350, -22.250)
H (-9.641, 2.574, -21.456)
H (-9.076, 1.588, -22.739)


No. 5
This record from OMol25 describes 2 unconnected molecules or ions with the total composition CH2Cl3P. The level of theory is the ωB97M-V functional and the def2-TZVPD basis.

**HOMO energy (spin up / spin down)**: -0.331 / -0.314 Eh
**Energy relative to the best compared isomer or geometry (same formula, charge and spin)**: 33.61 kcal per mole
**LUMO level (spin up / spin down)**: -1.21 / -0.91 eV
**Kohn-Sham gap (spin up / spin down)**: 7.80 / 7.63 eV

CARTESIAN COORDINATES (ANGSTROEM)
C (-0.952, -0.277, -0.046)
P (1.494, 0.253, 1.089)
Cl (1.974, -0.947, -0.366)
Cl (1.597, 2.035, 0.073)
Cl (-2.655, -0.415, 0.459)
H (-0.940, 0.504, -0.844)
H (-0.516, -1.152, -0.366)


No. 6
This record from OMol25 describes 2 unconnected molecules or ions with the total composition C3H9NO3. The level of theory is the ωB97M-V functional and the def2-TZVPD basis.

**HOMO energy**: -0.319 Eh
**Energy relative to the best compared isomer or geometry (same formula, charge and spin)**: 49.64 kcal per mole
**SMILES string**: NCCC(=O)O.O
**LUMO level**: 0.54 eV
**Kohn-Sham gap**: 9.22 eV

CARTESIAN COORDINATES (ANGSTROEM)
N (-1.986, 0.277, 2.185)
C (-0.734, 0.923, 2.069)
C (0.273, 0.525, 0.942)
C (0.586, -1.003, 1.160)
O (0.060, -1.763, 1.992)
O (1.389, -1.352, 0.233)
H (-1.971, -0.569, 2.832)
H (-2.524, 0.226, 1.273)
H (-0.772, 2.029, 2.057)
H (-0.077, 0.703, 3.042)
H (1.236, 0.962, 1.366)
H (0.127, 0.945, -0.109)
H (1.196, -2.234, -0.085)
O (0.717, 0.157, -6.249)
H (1.433, 0.666, -5.921)
H (1.048, -0.492, -6.789)